Computed, not measured: a structure of composition C35H48BrF6InN4OSSbSe in a non-equilibrium geometry, with ωB97M-V/def2-TZVPD.

Calculated values
2S+1   2
E_LUMO (alpha / beta)   -4.870 / -8.434 eV
E_HOMO (alpha / beta)   -12.5 / -12.5 eV
Charge   +2
Kohn-Sham gap (alpha / beta)   0.279 / 0.148 Ha
Strongest force on any atom   4.3 eV/A
Energy above the lowest of the compared OMol25 structures with the same formula, charge and spin   0.0 kcal/mol

CARTESIAN COORDINATES (ANGSTROEM)
In1 -2.190 0.464 -0.195
Br1 -1.862 -2.734 -1.355
C1 -2.481 -1.656 -2.787
C2 -3.235 -2.158 -3.841
C3 -3.099 -1.674 -5.189
C4 -2.242 -0.650 -5.521
C5 -1.508 -0.085 -4.465
C6 -0.409 0.789 -4.684
C7 0.297 1.366 -3.641
C8 -0.064 1.131 -2.303
C9 -1.153 0.346 -2.064
C10 -1.780 -0.457 -3.044
H1 -3.909 -2.989 -3.624
H2 -3.743 -2.162 -5.934
H3 -2.108 -0.273 -6.551
H4 -0.170 0.946 -5.710
H5 0.962 2.150 -3.925
H6 0.433 1.683 -1.485
F1 -4.486 -0.033 -0.580
Sb1 -5.357 1.670 -0.976
F2 -6.403 1.437 0.614
F3 -6.688 0.930 -2.117
F4 -5.822 3.445 -0.997
F5 -4.141 1.803 -2.460
F6 -3.766 2.206 0.165
C11 6.526 -1.949 2.144
C12 5.581 -1.065 3.011
C13 5.103 0.245 2.335
C14 3.688 0.193 1.667
N1 3.757 -0.603 0.444
C15 3.261 -1.867 0.286
Se1 2.671 -2.930 1.647
N2 3.265 -2.146 -1.080
C16 2.785 -3.413 -1.641
C17 3.955 -4.403 -1.764
C18 3.579 -5.833 -1.333
C19 2.610 -6.590 -2.206
C20 3.662 -0.966 -1.755
C21 3.707 -0.669 -3.117
C22 4.140 0.616 -3.452
C23 4.507 1.561 -2.451
C24 4.462 1.279 -1.114
C25 4.012 -0.026 -0.802
H7 7.122 -2.688 2.738
H8 7.272 -1.344 1.631
H9 5.977 -2.510 1.326
H10 6.037 -0.795 3.955
H11 4.705 -1.702 3.330
H12 5.814 0.480 1.534
H13 5.104 1.076 3.057
H14 3.363 1.219 1.460
H15 3.073 -0.324 2.405
H16 2.251 -3.213 -2.593
H17 2.031 -3.731 -0.940
H18 4.846 -3.953 -1.229
H19 4.275 -4.394 -2.810
H20 3.224 -5.763 -0.305
H21 4.478 -6.435 -1.271
H22 1.568 -6.219 -2.165
H23 2.499 -7.614 -1.829
H24 2.977 -6.633 -3.243
H25 3.585 -1.428 -3.882
H26 4.180 0.959 -4.519
H27 4.984 2.484 -2.790
H28 4.746 2.019 -0.332
N3 -1.117 2.140 0.825
C26 -1.422 3.275 1.098
N4 -1.894 4.449 1.521
C27 -2.902 5.217 0.729
C28 -3.918 5.903 1.718
C29 -3.182 6.802 2.729
C30 -2.185 5.931 3.511
C31 -1.183 5.227 2.600
H29 -3.337 4.480 0.062
H30 -2.356 5.947 0.118
H31 -4.439 5.035 2.233
H32 -4.668 6.351 1.086
H33 -3.914 7.212 3.474
H34 -2.697 7.689 2.289
H35 -2.741 5.161 4.037
H36 -1.711 6.556 4.309
H37 -0.609 4.471 3.161
H38 -0.469 5.891 2.063
C32 -2.028 -2.777 3.312
C33 -2.114 -1.428 4.016
S1 -2.881 -0.103 3.100
O1 -2.559 -0.542 1.592
C34 -4.670 -0.375 3.162
C35 -5.294 -1.592 2.583
H39 -1.088 -3.311 3.583
H40 -2.078 -2.657 2.228
H41 -2.807 -3.428 3.627
H42 -1.088 -1.063 4.244
H43 -2.671 -1.495 4.972
H44 -5.085 0.503 2.658
H45 -4.930 -0.235 4.218
H46 -6.384 -1.528 2.745
H47 -4.981 -2.445 3.189
H48 -5.054 -1.686 1.527

Okay, here come the Löwdin numbers, in e, for every atom: number 1, In, carries 0.897; number 2, Br, carries 0.819; number 3, C, carries -0.630; number 4, C, carries -0.079; number 5, C, carries -0.042; number 6, C, carries -0.017; number 7, C, carries -0.135; number 8, C, carries -0.004; number 9, C, carries -0.069; number 10, C, carries -0.121; number 11, C, carries -0.241; number 12, C, carries -0.259; number 13, H, carries 0.115; number 14, H, carries 0.121; number 15, H, carries 0.136; number 16, H, carries 0.112; number 17, H, carries 0.101; number 18, H, carries 0.098; number 19, F, carries -0.363; number 20, Sb, carries 1.494; number 21, F, carries -0.336; number 22, F, carries -0.320; number 23, F, carries -0.304; number 24, F, carries -0.335; number 25, F, carries -0.383; number 26, C, carries -0.098; number 27, C, carries -0.247; number 28, C, carries -0.164; number 29, C, carries -0.130; number 30, N, carries -0.017; number 31, C, carries -0.608; number 32, Se, carries 1.025; number 33, N, carries -0.002; number 34, C, carries -0.142; number 35, C, carries -0.168; number 36, C, carries -0.266; number 37, C, carries -0.103; number 38, C, carries -0.131; number 39, C, carries 0.015; number 40, C, carries -0.046; number 41, C, carries -0.068; number 42, C, carries 0.007; number 43, C, carries -0.139; number 44, H, carries 0.090; number 45, H, carries 0.067; number 46, H, carries 0.063; number 47, H, carries 0.101; number 48, H, carries 0.071; number 49, H, carries 0.107; number 50, H, carries 0.120; number 51, H, carries 0.130; number 52, H, carries 0.090; number 53, H, carries 0.147; number 54, H, carries 0.083; number 55, H, carries 0.133; number 56, H, carries 0.115; number 57, H, carries 0.095; number 58, H, carries 0.111; number 59, H, carries 0.077; number 60, H, carries 0.082; number 61, H, carries 0.088; number 62, H, carries 0.123; number 63, H, carries 0.133; number 64, H, carries 0.121; number 65, H, carries 0.135; number 66, N, carries 0.109; number 67, C, carries -0.154; number 68, N, carries -0.072; number 69, C, carries -0.104; number 70, C, carries -0.146; number 71, C, carries -0.192; number 72, C, carries -0.183; number 73, C, carries -0.115; number 74, H, carries 0.094; number 75, H, carries 0.133; number 76, H, carries 0.136; number 77, H, carries 0.110; number 78, H, carries 0.129; number 79, H, carries 0.122; number 80, H, carries 0.111; number 81, H, carries 0.135; number 82, H, carries 0.125; number 83, H, carries 0.139; number 84, C, carries -0.110; number 85, C, carries -0.375; number 86, S, carries 1.071; number 87, O, carries -0.616; number 88, C, carries -0.387; number 89, C, carries -0.098; number 90, H, carries 0.094; number 91, H, carries 0.059; number 92, H, carries 0.064; number 93, H, carries 0.098; number 94, H, carries 0.113; number 95, H, carries 0.081; number 96, H, carries 0.108; number 97, H, carries 0.110; number 98, H, carries 0.078; number 99, H, carries 0.078